The following is a quantum chemistry calculation of C36H81ClGeN7O6P2SbSi3Ti as an isolated structure, from OMol25.

gap between HOMO and LUMO = 0.26935 Ha
LUMO = -0.187 Ha
relative energy (zero: lowest compared OMol25 entry of this formula, charge and spin) = 68.8 kJ/mol
total energy = -202260.2243 eV
net charge = +2

CARTESIAN COORDINATES (ANGSTROEM)
Ti: 0.123 0.359 0.363
O: -2.262 -5.673 -3.103
C: -2.286 -5.505 -1.706
C: -1.698 -4.166 -1.363
C: -1.573 -3.756 -0.044
C: -1.068 -2.500 0.212
N: -0.662 -1.633 -0.728
C: -0.759 -2.042 -2.009
C: -1.273 -3.288 -2.344
C: -0.265 -1.160 -3.101
C: -0.664 -1.349 -4.419
C: -0.059 -0.610 -5.429
C: -0.477 -0.826 -6.865
O: -0.552 -2.199 -7.191
C: 0.930 0.291 -5.065
C: 1.224 0.447 -3.717
N: 0.635 -0.246 -2.753
H: -2.753 -6.465 -3.342
H: -1.709 -6.286 -1.197
H: -3.308 -5.539 -1.309
H: -1.876 -4.392 0.777
H: -1.004 -2.151 1.232
H: -1.340 -3.601 -3.375
H: -1.433 -2.061 -4.684
H: 0.186 -0.277 -7.539
H: -1.486 -0.434 -7.004
H: 0.331 -2.535 -7.377
H: 1.460 0.870 -5.811
H: 1.977 1.156 -3.394
C: 3.193 0.440 4.074
N: 3.324 -0.003 2.672
C: 4.655 0.301 2.139
P: 2.380 -1.214 2.149
O: 0.985 -0.854 1.649
O: 3.155 -1.881 0.905
P: 3.125 -1.251 -0.598
O: 2.403 0.054 -0.541
N: 4.688 -1.018 -0.998
C: 5.600 -2.160 -1.033
C: 5.105 0.139 -1.789
N: 2.469 -2.504 -1.436
C: 2.228 -3.831 -0.866
C: 2.871 -2.586 -2.845
N: 2.256 -2.340 3.305
C: 1.248 -3.398 3.191
C: 3.467 -2.783 4.005
H: 4.079 0.137 4.637
H: 2.310 0.014 4.543
H: 3.110 1.525 4.105
H: 4.843 1.364 2.291
H: 4.725 0.092 1.077
H: 5.427 -0.266 2.668
H: 5.202 -2.984 -0.443
H: 6.557 -1.868 -0.598
H: 5.776 -2.503 -2.054
H: 4.378 0.939 -1.676
H: 5.200 -0.121 -2.847
H: 6.073 0.493 -1.432
H: 3.122 -4.460 -0.916
H: 1.438 -4.311 -1.445
H: 1.900 -3.760 0.165
H: 3.048 -1.597 -3.257
H: 2.068 -3.052 -3.417
H: 3.775 -3.190 -2.966
H: 1.680 -4.291 2.732
H: 0.884 -3.653 4.186
H: 0.407 -3.054 2.597
H: 4.216 -1.997 4.024
H: 3.893 -3.663 3.517
H: 3.209 -3.040 5.032
C: -2.566 4.431 -1.873
N: -1.849 3.154 -1.975
C: -1.606 2.594 -3.301
C: -1.466 2.540 -0.897
O: -0.822 1.446 -0.900
H: -2.427 4.980 -2.800
H: -2.166 5.021 -1.053
H: -3.630 4.256 -1.715
H: -2.343 3.000 -3.989
H: -1.693 1.511 -3.264
H: -0.604 2.862 -3.635
H: -1.728 3.008 0.050
C: 2.369 5.069 -3.220
Sb: 2.030 3.891 -1.452
C: 4.112 3.774 -0.928
C: 1.626 5.601 -0.210
H: 3.176 5.774 -3.026
H: 1.469 5.628 -3.473
H: 2.642 4.442 -4.068
H: 4.449 4.749 -0.580
H: 4.688 3.495 -1.810
H: 4.279 3.030 -0.149
H: 2.223 6.437 -0.570
H: 1.891 5.391 0.825
H: 0.572 5.878 -0.252
Cl: 0.563 1.806 3.086
C: 0.886 2.051 1.327
H: 1.974 2.055 1.219
H: 0.493 3.038 1.100
C: -3.834 -0.543 4.650
Si: -2.376 -1.024 3.577
C: -2.726 -2.798 3.026
C: -0.850 -1.053 4.675
Ge: -2.086 0.490 1.701
Si: -4.031 0.111 0.291
C: -5.462 -0.587 1.282
C: -4.592 1.726 -0.535
C: -3.811 -1.025 -1.192
Si: -2.820 2.535 2.842
C: -2.390 4.170 1.997
C: -4.692 2.529 2.982
C: -2.146 2.696 4.589
H: -3.866 -1.229 5.500
H: -4.778 -0.639 4.113
H: -3.769 0.469 5.043
H: -3.336 -3.283 3.791
H: -1.818 -3.394 2.913
H: -3.283 -2.843 2.088
H: -0.871 -1.931 5.327
H: -0.816 -0.170 5.315
H: 0.072 -1.071 4.096
H: -5.817 0.108 2.043
H: -5.198 -1.519 1.784
H: -6.294 -0.795 0.605
H: -4.344 2.631 0.020
H: -5.678 1.709 -0.658
H: -4.157 1.800 -1.535
H: -3.675 -2.071 -0.912
H: -2.967 -0.721 -1.813
H: -4.714 -0.960 -1.804
H: -2.995 4.359 1.107
H: -1.332 4.275 1.743
H: -2.623 4.967 2.707
H: -5.205 2.438 2.027
H: -4.998 3.476 3.434
H: -5.047 1.727 3.628
H: -1.238 3.296 4.604
H: -1.915 1.740 5.055
H: -2.892 3.197 5.211